Arrangement w

An isolated ion of composition CH3O3S and charge -1. Source: OMol25; level of theory: wB97M-V/def2-TZVPD.

Last column: Löwdin charge in e.
Atoms and positions in Å:
C: -0.672 -0.258 0.329  -0.903
O: 1.817 0.742 0.830  -0.679
O: 0.280 -1.055 -0.330  -0.206
O: -1.845 -0.230 -0.102  -0.171
S: 0.558 1.217 0.152  0.760
H: -0.458 -0.420 1.444  0.105
H: -0.389 -1.408 -1.044  0.131
H: 0.710 1.412 -1.279  -0.037

Computed properties:
**HOMO energy**: -2.91 eV
**LUMO level**: 3.88 eV
**Charge**: -1
**Orbital gap**: 6.79 eV

---

Arrangement x

A 2-piece molecular cluster, CH3O3S overall. Source: OMol25; level of theory: wB97M-V/def2-TZVPD.

Last column: Löwdin charge in e.
Atoms and positions in Å:
C: -0.465 0.168 -1.004  -0.370
O: 2.009 -0.745 -0.450  -0.503
O: 0.986 1.036 0.924  -0.511
O: -1.476 0.862 -0.377  -0.144
S: 0.807 -0.217 0.181  0.481
H: -0.879 -0.726 -1.474  0.047
H: -1.015 1.504 0.192  0.061
H: 0.033 -1.881 2.008  -0.061

Computed properties:
**HOMO energy (alpha / beta)**: -2.80 / -3.45 eV
**LUMO level (alpha / beta)**: 3.49 / 3.86 eV
**Charge**: -1
**Orbital gap (alpha / beta)**: 6.29 / 7.31 eV

---

Which of them is the most stable? Correct choice: arrangement w.

---

Arrangement w

A 3-piece molecular cluster, C11H26N5O5S overall. Source: OMol25; level of theory: wB97M-V/def2-TZVPD.

Last column: Löwdin charge in e.
Atoms and positions in Å:
N: -5.575 3.021 -1.962  0.134
C: -5.328 1.893 -1.438  -0.558
N: -6.289 1.324 -0.575  0.088
N: -4.149 1.094 -1.637  -0.012
C: -2.892 1.824 -1.376  -0.232
C: -2.803 2.369 0.049  -0.198
C: -1.682 3.432 0.102  -0.237
C: -1.733 4.323 1.345  -0.263
S: -1.653 3.424 2.906  0.399
O: -0.796 2.262 2.673  -0.374
O: -3.037 3.119 3.267  -0.389
O: -1.031 4.401 3.835  -0.421
H: -4.777 3.285 -2.540  0.035
H: -6.284 1.772 0.331  0.083
H: -6.139 0.331 -0.492  0.068
H: -4.136 0.743 -2.587  0.102
H: -2.791 2.660 -2.087  0.093
H: -2.074 1.119 -1.525  0.106
H: -2.481 1.554 0.696  0.083
H: -3.743 2.778 0.420  0.108
H: -0.718 2.935 -0.017  0.109
H: -1.812 4.086 -0.773  0.097
H: -0.843 4.958 1.343  0.084
H: -2.581 5.004 1.312  0.094
C: 1.030 -0.197 1.609  0.002
C: -0.063 -0.831 0.787  -0.523
O: -1.107 -0.258 0.545  0.049
N: 0.158 -2.096 0.313  0.004
C: 1.330 -2.929 0.499  -0.101
H: 0.705 0.795 1.921  0.055
H: 1.229 -0.792 2.501  0.086
H: 1.943 -0.112 1.015  0.081
H: -0.611 -2.461 -0.226  0.129
H: 1.757 -3.180 -0.471  0.067
H: 1.039 -3.856 1.006  0.077
H: 2.081 -2.422 1.088  0.055
C: 5.151 -3.061 -2.301  -0.010
C: 4.800 -2.930 -0.838  -0.547
O: 4.050 -2.063 -0.428  0.031
N: 5.353 -3.829 0.024  0.008
C: 6.256 -4.923 -0.275  -0.082
H: 4.635 -2.280 -2.851  0.084
H: 6.226 -2.944 -2.450  0.083
H: 4.835 -4.031 -2.688  0.083
H: 5.077 -3.686 0.983  0.140
H: 5.807 -5.869 0.033  0.081
H: 7.192 -4.789 0.270  0.081
H: 6.474 -4.969 -1.337  0.069

Computed properties:
**HOMO energy**: -4.63 eV
**LUMO level**: 1.84 eV
**Charge**: -1
**Orbital gap**: 6.47 eV

---

Arrangement x

A 3-piece molecular cluster, C11H26N5O5S overall. Source: OMol25; level of theory: wB97M-V/def2-TZVPD.

Last column: Löwdin charge in e.
Atoms and positions in Å:
C: 0.262 -3.146 -1.296  -0.191
C: -0.570 -2.756 -2.675  -0.484
S: -0.173 -0.913 -2.984  0.784
C: -1.555 -0.001 -2.061  -0.490
N: -1.097 1.255 -1.357  -0.105
C: -0.274 0.975 -0.118  -0.254
C: -1.010 0.043 1.011  -0.157
C: -0.351 0.108 2.510  -0.159
C: 1.198 -0.430 2.612  -0.229
O: 1.698 -1.104 1.402  -0.268
C: 2.985 -0.433 1.104  -0.137
C: -0.041 2.465 0.606  -0.395
O: -1.178 3.005 1.129  -0.183
O: 1.251 3.166 0.665  -0.279
H: 0.567 -4.283 -1.236  0.073
H: 1.190 -2.424 -1.206  0.064
H: -0.450 -2.954 -0.368  0.068
H: -0.236 -3.424 -3.591  0.081
H: -1.734 -2.847 -2.461  0.079
H: -2.159 -0.755 -1.401  0.084
H: -2.309 0.356 -2.916  0.089
H: -1.868 1.938 -1.190  0.107
H: 0.825 0.608 -0.404  0.135
H: -2.136 0.411 1.100  0.095
H: -1.055 -1.085 0.669  0.093
H: -0.998 -0.630 3.188  0.108
H: -0.435 1.162 3.040  0.123
H: 1.252 -1.241 3.486  0.120
H: 1.879 0.464 2.984  0.123
H: 3.473 -0.801 0.104  0.092
H: 2.762 0.732 0.996  0.098
H: 3.747 -0.516 2.018  0.098
C: -4.167 1.574 2.834  -0.700
O: -3.485 0.575 2.665  0.012
N: -5.011 1.710 3.872  0.137
N: -4.135 2.627 1.997  0.167
H: -5.581 2.525 4.028  0.089
H: -5.066 0.940 4.526  0.104
H: -3.512 2.564 1.202  0.083
H: -4.689 3.457 2.120  0.095
C: 3.942 -0.874 -3.291  -0.732
O: 3.752 -2.078 -3.210  0.005
N: 5.172 -0.339 -3.399  0.138
N: 2.941 0.023 -3.280  0.152
H: 5.349 0.649 -3.467  0.093
H: 5.954 -0.980 -3.411  0.104
H: 1.999 -0.338 -3.201  -0.033
H: 3.078 1.018 -3.346  0.103

Computed properties:
**HOMO energy**: -4.44 eV
**LUMO level**: 2.86 eV
**Charge**: -1
**Orbital gap**: 7.30 eV

---

Which of them is the most stable? Correct choice: arrangement w.

---

Arrangement w

One molecule with the formula C7H12N2O. Source: OMol25; level of theory: wB97M-V/def2-TZVPD.

Last column: Löwdin charge in e.
Atoms and positions in Å:
C: 0.039 1.586 -0.603  -0.052
C: 2.833 0.413 1.063  -0.010
C: -2.179 -1.426 -0.699  -0.070
N: -0.258 0.255 -0.122  -0.057
C: 0.636 -0.718 -0.061  -0.378
C: 2.215 -0.174 -0.185  -0.364
C: -1.769 -0.142 -0.064  -0.273
C: -2.617 0.728 0.466  0.048
N: 0.474 -1.933 0.240  0.139
O: 2.861 -0.507 -1.145  0.084
H: 1.333 -2.469 0.308  0.061
H: 0.890 1.558 -1.283  0.092
H: -0.822 1.990 -1.134  0.093
H: 0.254 2.259 0.232  0.087
H: 2.544 -0.178 1.931  0.089
H: 3.917 0.455 0.977  0.086
H: 2.446 1.422 1.204  0.076
H: -3.265 -1.481 -0.775  0.078
H: -1.746 -1.511 -1.695  0.087
H: -1.819 -2.273 -0.118  0.062
H: -3.663 0.481 0.565  0.064
H: -2.305 1.664 0.897  0.060

Computed properties:
**HOMO energy**: -8.78 eV
**LUMO level**: 0.81 eV
**SMILES**: [H]/N=C(\C(C)=O)N(C)C(=C)C
**Orbital gap**: 9.59 eV

---

Arrangement x

One molecule with the formula C7H12N2O. Source: OMol25; level of theory: wB97M-V/def2-TZVPD.

Last column: Löwdin charge in e.
Atoms and positions in Å:
C: -1.744 1.646 -0.820  -0.279
C: 2.623 0.104 1.009  -0.140
C: 2.367 -0.666 -0.250  -0.151
C: 0.172 0.919 0.381  -0.203
C: -2.538 1.497 0.280  -0.073
C: 1.624 0.692 0.018  -0.284
C: -2.674 -1.400 -0.750  -0.183
N: -0.470 1.552 -0.845  0.049
N: -2.865 0.542 0.937  0.116
O: -2.788 -0.991 0.525  -0.192
H: -2.340 2.169 -1.710  0.151
H: 2.238 -0.507 1.831  0.106
H: 3.556 0.609 1.072  0.083
H: 3.073 -0.884 -1.025  0.071
H: 1.886 -1.695 -0.207  0.106
H: -0.254 -0.081 0.743  0.130
H: 0.284 1.683 1.220  0.138
H: 1.979 1.449 -0.726  0.137
H: -1.600 -1.185 -1.091  0.105
H: -3.554 -1.000 -1.347  0.111
H: -2.809 -2.448 -0.677  0.072
H: -3.272 0.388 1.818  0.131

Computed properties:
**HOMO energy**: -8.53 eV
**LUMO level**: 0.81 eV
**Orbital gap**: 9.33 eV

---

Arrangement y

One molecule with the formula C7H12N2O. Source: OMol25; level of theory: wB97M-V/def2-TZVPD.

Last column: Löwdin charge in e.
Atoms and positions in Å:
C: 3.479 -0.534 -0.545  0.026
C: 2.346 -1.222 -0.405  -0.112
C: 1.212 -0.330 -0.189  -0.217
C: -1.327 0.746 1.573  -0.316
C: -0.084 0.929 2.390  -0.043
C: -2.615 -0.940 -1.731  -0.069
C: -1.095 0.231 -0.144  -0.297
N: -2.502 0.952 1.882  0.145
N: -0.022 -0.642 -0.067  0.073
O: -2.363 -0.360 -0.473  -0.185
H: 4.372 -0.948 -0.895  0.043
H: 3.572 0.439 -0.223  0.037
H: 2.137 -2.304 -0.622  0.127
H: 1.399 0.718 -0.307  0.113
H: -0.475 0.693 3.356  0.064
H: 0.767 0.298 2.111  0.058
H: 0.046 2.101 2.309  0.132
H: -2.497 -0.220 -2.450  0.056
H: -3.522 -1.351 -1.668  0.053
H: -1.740 -1.584 -1.900  0.094
H: -1.082 1.325 -0.529  0.169
H: -3.328 0.828 1.350  0.048

Computed properties:
**HOMO energy**: -7.98 eV
**LUMO level**: 0.44 eV
**SMILES**: [H]/N=C(/C)[C@@H](/N=C/C=C)OC
**Orbital gap**: 8.42 eV

---

Which of them is the most stable? Correct choice: arrangement w.

---

Arrangement w

One molecule with the formula C7H12N2O. Source: OMol25; level of theory: wB97M-V/def2-TZVPD.

Last column: Löwdin charge in e.
Atoms and positions in Å:
N: -0.017 -1.639 -0.464  0.121
C: 0.020 -0.491 0.014  -0.237
C: -0.583 0.225 1.162  -0.412
C: -1.430 1.457 0.866  -0.066
C: -2.083 0.187 1.314  -0.050
N: 0.235 0.166 2.331  -0.085
C: -0.256 0.572 3.657  -0.169
C: 1.157 1.096 3.977  -0.126
C: 1.401 1.054 2.458  -0.154
H: -1.345 2.270 1.589  0.102
H: -1.553 1.790 -0.165  0.108
H: -2.660 -0.395 0.595  0.117
H: -2.462 0.135 2.335  0.105
H: -0.991 1.397 3.631  0.109
H: -0.662 -0.244 4.272  0.116
H: 1.222 2.074 4.466  0.102
H: 1.766 0.366 4.523  0.107
H: 2.347 0.631 2.093  0.115
H: 1.236 2.038 1.980  0.118
O: 0.851 0.234 -1.236  -0.146
H: 0.596 -1.345 -1.512  0.188
H: 0.553 1.149 -1.238  0.037

Computed properties:
**HOMO energy**: -8.83 eV
**LUMO level**: 0.78 eV
**SMILES**: [H]/N=C(\O)C1(N2CCC2)CC1
**Orbital gap**: 9.60 eV

---

Arrangement x

C7H12N2O as an isolated structure. Source: OMol25; level of theory: wB97M-V/def2-TZVPD.

Last column: Löwdin charge in e.
Atoms and positions in Å:
C: 1.880 1.069 -3.181  -0.218
C: -0.055 0.287 -0.360  -0.083
C: -2.023 0.160 0.335  -0.050
C: -0.912 -1.325 0.642  -0.480
C: -0.742 0.540 1.382  -0.343
C: 0.517 -0.241 1.074  -0.452
C: 0.232 -0.810 2.532  0.095
H: 1.830 0.130 -3.974  0.115
H: 3.069 1.667 -3.090  0.163
H: 1.249 1.864 -3.719  0.069
H: -2.576 -0.837 -0.229  0.182
H: -2.695 1.160 0.163  0.141
H: 0.562 -1.537 1.031  0.152
H: -0.964 -1.590 -0.437  0.151
H: -1.251 0.774 2.261  0.073
H: -0.541 1.792 1.006  0.191
H: 1.677 -0.860 0.878  0.227
H: 1.110 -1.585 2.408  0.067
H: -0.226 -0.710 3.584  0.111
N: 0.223 0.461 -1.718  0.070
N: -1.895 -1.327 1.297  0.085
O: 1.531 0.918 -1.884  -0.268

Computed properties:
**HOMO energy**: -7.37 eV
**LUMO level**: -1.77 eV
**Orbital gap**: 5.59 eV

---

Which of them is the most stable? Correct choice: arrangement w.